Entry from the Open Molecules 2025 dataset: the molecule C15H14N2O3S (the ωB97M-V functional and the def2-TZVPD basis).

```
! wB97M-V def2-TZVPD RIJCOSX def2/J DEFGRID3
* xyz 0 1
S 0.224 -0.717 0.690
O -5.548 -0.938 -0.455
O 2.696 2.210 -0.371
O -4.324 1.667 0.642
N 3.203 0.072 -0.189
N 6.558 0.979 -0.125
C 2.409 1.062 -0.350
C -4.330 -0.588 -0.071
C -2.127 -1.708 -0.176
C -6.260 0.393 0.206
C -2.284 0.483 0.742
C -3.663 0.436 0.270
C -3.430 -1.656 -0.528
C -5.696 1.556 0.214
C 0.764 0.721 -0.589
C -1.382 -0.549 0.200
C 7.040 -0.341 0.427
C 5.043 -1.483 0.112
C 5.217 1.063 -0.233
C 4.485 -0.105 -0.041
C 6.336 -1.466 0.457
H -7.263 0.279 -0.184
H 2.590 -0.820 -0.012
H 6.770 -2.222 0.521
H 4.422 -2.369 0.258
H -1.454 -2.431 -0.868
H -3.820 -2.596 -1.055
H -1.854 1.230 1.114
H -6.141 2.331 0.695
H 8.148 -0.015 0.378
H -6.389 -0.161 1.280
H 0.232 1.459 -0.143
H 4.908 1.970 -0.359
H -5.562 1.824 -1.089
H 0.482 0.429 -1.369
*
```

HOMO in eV: -8.45
Gap between HOMO and LUMO in eV: 8.7
SMILES: O=C(CSc1ccc2c(c1)OCCO2)Nc1cccnc1
E_LUMO in Ha: 0.009
Energy above the lowest of the compared OMol25 structures with the same formula, charge and spin in kcal/mol: 301.2

Here is what natural (NBO) gives for the atomic charges, in e: number 1, S, carries 0.16; number 2, O, carries -0.45; number 3, O, carries -0.59; number 4, O, carries -0.49; number 5, N, carries -0.59; number 6, N, carries -0.36; number 7, C, carries 0.69; number 8, C, carries 0.19; number 9, C, carries -0.24; number 10, C, carries -0.14; number 11, C, carries -0.16; number 12, C, carries 0.19; number 13, C, carries -0.18; number 14, C, carries -0.12; number 15, C, carries -0.40; number 16, C, carries -0.25; number 17, C, carries -0.04; number 18, C, carries -0.20; number 19, C, carries -0.02; number 20, C, carries 0.14; number 21, C, carries -0.25; number 22, H, carries 0.25; number 23, H, carries 0.41; number 24, H, carries 0.19; number 25, H, carries 0.22; number 26, H, carries 0.21; number 27, H, carries 0.23; number 28, H, carries 0.20; number 29, H, carries 0.25; number 30, H, carries 0.24; number 31, H, carries 0.20; number 32, H, carries 0.21; number 33, H, carries 0.22; number 34, H, carries 0.15; number 35, H, carries 0.15